(1)
The following is a quantum chemistry calculation of a structure of composition C32H27BrCeCl2N6O3, from OMol25.

CARTESIAN COORDINATES (ANGSTROEM)
1 C -0.938 2.506 -4.718
2 C 3.228 5.101 -2.311
3 C -3.163 0.179 0.643
4 C 1.598 4.581 -0.122
5 C 2.800 -6.032 1.387
6 Br -1.555 3.780 -2.251
7 C -4.296 -0.334 0.010
8 Ce -0.324 1.482 -0.100
9 N -0.871 1.157 2.310
10 H -1.312 3.410 -5.235
11 C -0.140 1.976 3.317
12 H -4.464 -0.090 -1.051
13 H 3.867 5.290 -3.172
14 C -4.934 -1.498 2.035
15 H 0.078 -6.005 3.370
16 H 0.914 1.779 3.218
17 O -2.316 0.948 -0.024
18 H -3.664 -1.120 3.735
19 C 1.839 -3.837 1.426
20 H -0.476 1.794 4.323
21 C 2.720 3.837 -2.130
22 H 1.764 6.640 0.305
23 O -0.572 1.550 -6.844
24 C -0.417 3.377 2.821
25 C -2.958 -0.105 2.018
26 C 0.153 0.381 -4.852
27 C 1.023 -1.475 1.350
28 O 1.499 2.279 -0.747
29 H -0.912 -2.931 0.483
30 H 0.091 4.136 3.433
31 C 2.367 -2.064 -0.264
32 C 2.085 5.855 -0.378
33 C 0.800 4.423 1.077
34 H 0.516 -0.438 -2.846
35 N -0.451 1.314 -2.712
36 Cl -1.551 -1.833 -1.563
37 C 1.828 -6.476 2.280
38 H 0.046 -3.626 2.559
39 C 2.797 -4.728 0.955
40 H -6.077 -1.476 0.215
41 H -2.464 -3.496 -0.189
42 N 1.757 -2.510 0.891
43 C -1.874 0.525 2.772
44 H 2.129 -0.050 -1.229
45 N 1.040 -0.459 0.515
46 H -1.476 3.577 2.836
47 Cl -0.616 -4.564 -1.161
48 H -5.614 -2.159 2.585
49 C 0.850 -5.586 2.727
50 C -3.836 -0.938 2.672
51 C 0.867 -4.279 2.274
52 N 0.122 3.384 1.458
53 H 3.546 -6.734 1.019
54 H 0.530 -0.487 -5.397
55 C 0.101 0.350 -3.472
56 H 3.316 7.102 -1.576
57 H -0.174 0.812 -7.311
58 H 0.457 -1.537 2.260
59 C 1.926 -0.809 -0.486
60 H 3.566 -4.390 0.278
61 C 1.913 3.535 -1.011
62 C -1.439 -3.206 -0.431
63 H 3.058 -2.628 -0.871
64 N 1.763 -8.965 3.000
65 H -2.037 0.515 3.831
66 C 2.951 6.104 -1.416
67 H 0.783 5.279 1.721
68 C -0.422 1.477 -5.514
69 C 1.751 -7.854 2.707
70 C -0.915 2.372 -3.341
71 C -5.171 -1.125 0.708
72 H 2.992 3.038 -2.797

Output
F_max = 1.74 eV/A
HOMO level = -13.92 eV
Molecular weight = 834.5 g/mol
Orbital gap = 7.0 eV
DFT total energy = -156710.72818 eV
Lowest unoccupied orbital energy = -0.253 hartree
Charge = +2
Energy relative to the best compared isomer or geometry (same formula, charge and spin) = 0.0 kcal per mole


(2)
The following is a quantum chemistry calculation of a structure of composition C23H51CaCuN2O11S2, from OMol25.

CARTESIAN COORDINATES (ANGSTROEM)
1 C 0.229 3.335 -1.070
2 H -3.506 -1.201 2.516
3 H 0.461 -4.993 2.149
4 C -5.207 1.725 1.893
5 H -1.922 -4.061 4.545
6 H -2.709 6.522 -1.025
7 H -3.602 3.032 1.101
8 H 1.216 2.126 -2.566
9 Cu 0.706 -2.477 -2.390
10 O 0.560 -0.894 -0.841
11 H -4.799 -2.736 0.995
12 H 5.576 -0.073 0.124
13 O -3.435 -4.086 1.553
14 H -2.796 5.711 -2.623
15 H 8.987 1.708 0.843
16 O -0.722 0.974 -3.999
17 H -2.194 -5.795 3.052
18 O 0.489 -0.834 -3.748
19 H -3.532 2.718 2.887
20 C 0.310 -1.710 1.419
21 H 2.002 2.150 -0.937
22 H -1.400 6.728 -2.161
23 C -3.851 -3.108 0.618
24 H 0.295 5.172 -2.133
25 C 8.195 1.504 1.560
26 H -1.550 2.763 -0.261
27 H -5.101 -0.182 0.929
28 C 1.481 2.732 -1.695
29 H -1.784 -2.955 3.201
30 S 6.961 2.797 1.429
31 O 7.543 4.027 1.001
32 H 2.077 3.549 -2.101
33 H -1.504 -3.841 0.825
34 H 1.935 0.081 -5.662
35 O -1.454 1.065 2.439
36 O -3.086 -1.249 -2.369
37 H -0.341 1.827 0.080
38 H -5.960 -0.339 2.398
39 H 6.887 -0.173 2.017
40 C 2.552 -0.785 0.544
41 C -2.149 -4.590 1.320
42 H 0.675 0.257 0.782
43 H 2.992 -0.688 -0.448
44 H -0.771 -1.615 1.330
45 H 5.007 2.300 0.175
46 O -1.345 -2.601 -2.193
47 C 1.019 -0.741 0.455
48 O 6.151 2.714 2.600
49 H -2.173 -5.438 0.615
50 N -0.218 -5.692 2.431
51 H -5.757 2.153 2.731
52 H 0.634 -2.728 1.210
53 H 0.370 0.105 -6.446
54 H 2.874 0.101 1.095
55 C 7.429 0.246 1.167
56 H 0.573 -1.410 2.432
57 H 2.888 -1.687 1.050
58 H -3.764 0.149 3.666
59 C -2.143 6.010 -1.801
60 O -2.644 0.548 0.327
61 Ca -1.349 0.321 -1.786
62 H 8.108 -0.560 0.885
63 H -3.060 -3.485 -4.195
64 H 1.066 1.625 -5.796
65 C -3.774 2.322 1.904
66 H 6.451 2.549 -0.834
67 C 6.442 0.584 0.022
68 C -1.523 -5.043 2.633
69 H -3.059 -4.447 -2.641
70 C 0.958 0.556 -5.642
71 H 6.869 0.344 -0.951
72 C 0.214 0.229 -4.390
73 C -0.430 4.379 -1.922
74 C -3.795 -0.155 2.621
75 C -2.571 -2.380 -2.477
76 C -5.120 0.194 1.958
77 H 8.511 1.527 2.599
78 N -0.772 2.299 -0.726
79 H 0.546 3.863 -0.161
80 S -2.693 0.904 1.739
81 H -4.378 -3.365 -3.087
82 H -0.753 3.917 -2.869
83 H -0.268 -6.382 1.691
84 O -1.536 4.873 -1.203
85 C -1.375 -3.879 3.622
86 C -3.297 -3.507 -3.131
87 H -0.338 -3.667 3.887
88 H -3.961 -3.547 -0.379
89 C 6.063 2.070 0.061
90 H -3.088 -2.321 0.538
91 H -5.746 2.032 0.999

Output
F_max = 2.22 eV/A
HOMO level (alpha / beta) = -11.47 / -11.47 eV
Molecular weight = 699.4 g/mol
Orbital gap (alpha / beta) = 8.1 / 5.3 eV
DFT total energy = -134925.78603 eV
Lowest unoccupied orbital energy (alpha / beta) = -0.125 / -0.226 hartree
Charge = +1
<S²> = 0.760
Multiplicity = 2


(3)
The following is a quantum chemistry calculation of a structure of composition C10H12BrN3O2Se3TeW, from OMol25.

CARTESIAN COORDINATES (ANGSTROEM)
1 H -1.742 -2.319 -1.729
2 C -2.702 -2.187 -1.250
3 O 1.071 1.651 -1.619
4 H 2.326 1.729 4.038
5 C 4.486 0.434 1.464
6 H -3.667 -3.768 -2.313
7 H 4.353 -0.263 2.289
8 Se 0.982 -1.524 -0.656
9 H 5.309 1.101 1.727
10 H -6.129 -1.609 0.446
11 Br -1.532 0.660 -2.756
12 C -5.169 -1.776 -0.025
13 C 3.225 1.215 1.255
14 Te -0.282 -0.932 1.358
15 H -5.860 -3.412 -1.227
16 H 3.895 0.752 -1.759
17 O 2.947 1.296 3.441
18 C -3.786 -2.988 -1.573
19 Se -1.728 3.108 -0.574
20 N -1.790 -0.341 0.073
21 N 1.535 1.565 -0.354
22 C 3.763 1.702 -1.233
23 H 4.728 2.031 -0.855
24 N 2.475 1.647 2.189
25 C -4.092 -0.972 0.310
26 H 4.756 -0.119 0.566
27 C -2.860 -1.181 -0.301
28 C 2.788 1.524 -0.124
29 C -5.017 -2.786 -0.964
30 H -4.187 -0.173 1.034
31 W -0.495 0.984 -0.479
32 Se -0.971 2.531 1.550
33 H 3.373 2.419 -1.952

Output
F_max = 0.78 eV/A
HOMO level = -7.58 eV
Molecular weight = 834.4 g/mol
Orbital gap = 6.3 eV
DFT total energy = -294329.68885 eV
Lowest unoccupied orbital energy = -0.046 hartree
Charge = 0
Energy relative to the best compared isomer or geometry (same formula, charge and spin) = 1.5 kcal per mole


(4)
The following is a quantum chemistry calculation of a structure of composition C17H13BrN8O4V, from OMol25.

CARTESIAN COORDINATES (ANGSTROEM)
1 H 0.652 1.691 -3.529
2 H -4.154 1.764 2.636
3 N 2.027 3.731 2.834
4 C 1.953 -2.502 -0.971
5 H -1.542 1.117 -4.645
6 C -1.323 0.781 -3.637
7 H 2.943 1.266 0.733
8 H 3.159 -4.084 -1.758
9 C 2.767 -3.631 -0.858
10 H -4.334 0.416 -3.357
11 N 0.995 1.638 1.374
12 C 2.808 2.944 2.103
13 C -2.801 0.756 1.382
14 C 2.496 -3.548 1.508
15 N -0.879 -0.216 -1.175
16 N -1.493 0.974 1.181
17 C 1.709 -2.448 1.311
18 C -0.106 1.106 -3.030
19 C 0.072 0.560 -1.802
20 Br 1.585 -1.938 -2.709
21 V 0.171 -0.025 0.364
22 O -3.052 -0.934 -1.139
23 N -2.220 2.455 2.690
24 C -1.199 2.015 2.027
25 C 2.307 1.887 1.350
26 H 2.671 -3.913 2.512
27 C 3.046 -4.158 0.381
28 N -2.272 0.061 -3.056
29 O 1.153 0.665 -0.991
30 N 1.423 -1.890 0.101
31 N -3.218 1.647 2.262
32 H -3.416 -0.076 -4.812
33 C 0.720 3.476 2.834
34 H 0.073 4.116 3.424
35 H 3.871 3.154 2.100
36 O 0.140 -0.818 1.836
37 O 1.261 -1.777 3.597
38 C 0.192 2.424 2.108
39 H -3.819 -1.277 -3.557
40 C 1.103 -1.742 2.447
41 H 3.674 -5.035 0.476
42 H -3.414 -0.003 0.926
43 C -2.170 -0.388 -1.722
44 C -3.562 -0.240 -3.749

Output
F_max = 1.18 eV/A
HOMO level = -19.04 eV
Molecular weight = 524.2 g/mol
Orbital gap = 5.8 eV
DFT total energy = -133653.26843 eV
Lowest unoccupied orbital energy = -0.485 hartree
Charge = +3
Energy relative to the best compared isomer or geometry (same formula, charge and spin) = 28.6 kcal per mole


(5)
The following is a quantum chemistry calculation of a structure of composition C22H44AgN4O5PSi2, from OMol25.

CARTESIAN COORDINATES (ANGSTROEM)
1 C 2.658 -4.131 0.465
2 N 0.565 -1.912 0.192
3 C 0.837 -4.019 -1.880
4 C -2.061 -1.382 2.752
5 H 0.065 -4.646 -1.421
6 O 2.669 1.174 0.127
7 C -4.638 -0.006 0.559
8 H 0.841 4.474 4.264
9 Si -2.955 0.833 0.669
10 N -0.340 1.249 -3.147
11 C -1.399 1.805 -5.274
12 H -1.814 1.223 -6.095
13 H -3.217 1.448 3.100
14 C 4.542 1.723 -1.223
15 C 0.067 -3.039 2.302
16 C -0.200 -2.064 1.322
17 O -1.976 -2.424 -3.224
18 H 2.396 -0.877 4.629
19 H 1.580 -4.665 -2.366
20 C -1.751 -2.358 3.709
21 H 3.165 -3.638 1.303
22 H 2.040 -4.937 0.874
23 C -2.877 1.981 -0.808
24 H 3.421 -4.579 -0.183
25 H 0.764 2.637 -2.591
26 H -0.041 2.865 2.594
27 C 1.506 4.014 3.526
28 C -1.161 0.921 -4.077
29 N -1.392 -1.297 -3.246
30 H -4.866 -0.580 1.463
31 C -3.087 1.992 2.161
32 H 4.896 0.691 -1.187
33 H -2.356 -2.453 4.605
34 H 2.669 2.780 -1.195
35 H -0.407 -3.971 4.191
36 C 1.669 -0.267 4.084
37 H 3.431 -2.564 -2.267
38 C 3.037 1.749 -1.121
39 H 4.868 2.175 -2.164
40 C -1.337 -1.180 1.561
41 O 0.371 2.449 -3.452
42 Ag -0.403 -0.451 -1.287
43 H 4.984 2.274 -0.390
44 H 1.538 0.681 4.616
45 H 0.717 -0.801 4.062
46 H -3.942 2.667 2.030
47 H 3.070 0.556 2.635
48 C -0.678 -3.197 3.479
49 H -3.705 0.385 -4.934
50 H 2.309 -0.980 2.150
51 H -0.482 2.293 -5.596
52 H 0.221 4.437 1.845
53 H 0.322 -3.418 -2.636
54 H -2.919 1.407 -1.742
55 O 1.103 0.649 1.983
56 N -1.647 -0.203 0.649
57 H -3.038 -1.061 -5.716
58 H 3.708 -1.555 -0.824
59 H -2.916 -0.739 2.937
60 C -1.908 -0.340 -3.994
61 H 1.991 3.150 3.986
62 P 1.167 1.553 0.672
63 C 2.149 -0.034 2.673
64 C 2.942 -1.940 -1.508
65 H -3.713 2.692 -0.789
66 H 2.480 -1.086 -2.006
67 H -4.646 -0.705 -0.286
68 H 0.910 -3.699 2.138
69 H 2.281 4.735 3.254
70 Si 1.636 -2.929 -0.590
71 H -3.816 -1.216 -4.155
72 H 2.583 1.173 -1.933
73 O 1.633 3.010 1.363
74 C 0.731 3.582 2.302
75 C -3.180 -0.556 -4.749
76 H -2.183 2.604 2.256
77 H -2.114 2.591 -5.015
78 H -5.432 0.736 0.408
79 H -1.934 2.541 -0.817

Output
F_max = 0.57 eV/A
HOMO level = 0.09 eV
Molecular weight = 639.6 g/mol
Orbital gap = 4.5 eV
DFT total energy = -68770.74175 eV
Lowest unoccupied orbital energy = 0.169 hartree
Charge = -2